[1]
C19H29N3O3S2 | ωB97M-V/def2-TZVPD

Cartesian coordinates (Å):
C -7.50612 -1.95056 0.68195
C -6.02742 -2.50632 0.24011
H -5.57371 -2.88961 1.09052
H -6.18305 -3.23837 -0.61185
O -5.28093 -1.64684 -0.36926
C -4.76033 -0.82377 0.79976
O -4.95175 -1.04776 2.09913
N -3.95967 0.27619 0.11188
C -3.70626 0.44656 -1.26623
H -4.28948 -0.25563 -1.75509
C -2.25612 0.26065 -1.45215
H -2.08209 0.34304 -2.62565
H -2.00946 -1.17618 -1.37476
C -1.25490 0.99407 -0.54566
N 0.13210 0.70559 -1.00583
C 0.76244 -0.44556 -0.43667
N 2.22197 -0.42586 -0.49138
C 3.14902 -1.28503 -0.38003
C 4.50561 -0.71663 0.02842
C 5.43048 -1.66145 0.29283
C 5.27291 -3.01243 -0.39736
C 4.00446 -3.30289 -0.71584
C 3.04810 -2.40799 -0.90227
H 2.06546 -2.79032 -1.23243
H 4.01385 -4.23109 -1.49646
H 6.23545 -3.66757 -0.24550
S 7.04824 -1.47385 0.85535
C 6.82195 0.52798 1.52956
H 7.63291 0.57614 2.18040
H 6.00216 0.30144 2.34800
H 6.60862 1.19735 0.71959
H 4.45560 0.16651 0.32176
H 2.54749 0.72009 -0.34316
S 0.07104 -1.97471 -0.22522
C 0.74577 1.74103 -1.59110
H 1.66923 1.62671 -2.12903
H 0.08140 2.22274 -2.47718
C 1.26193 2.96940 -0.42543
O 2.44251 2.60925 -0.03257
C 2.82397 3.65159 0.95767
H 2.29349 3.62791 1.82294
H 3.01890 4.54400 0.59721
H 3.75779 3.07721 1.31892
H 1.39359 3.70763 -1.27286
H 0.39053 3.24978 -0.01315
C -1.46534 0.60352 0.87715
H -0.90302 1.17042 1.57444
H -1.33150 -0.52604 1.18158
C -3.06392 1.11487 1.01439
H -3.51813 0.85967 2.19218
H -3.23235 2.13841 0.87609
H -1.45804 2.00639 -0.84813
H -3.65008 1.53320 -1.53299
H -8.14477 -2.85275 0.98125
H -7.87042 -1.49781 -0.13869
H -7.43009 -1.16234 1.64079

Output
Maximum force, hartree/bohr: 0.266
Gap between HOMO and LUMO, eV: 7.62
HOMO, eV: -7.45


[2]
C19H21BrCuN2O4S5 | ωB97M-V/def2-TZVPD

Cartesian coordinates (Å):
Cu 0.95976 -1.11130 1.70422
S 1.14155 -0.77509 4.04274
S -0.80042 -1.24539 4.40956
S -1.04344 -3.13256 3.53947
S -0.70188 -2.86212 1.54047
C -2.32166 3.72596 -3.07000
C -1.51459 2.46463 -2.76600
C -1.76708 1.94411 -1.35096
N -1.01350 0.72748 -1.05286
C -1.19100 -0.43322 -1.68952
S 0.00027 -1.58226 -1.87991
N -2.45392 -0.66829 -2.31221
C -3.76302 -0.59571 -1.86673
O -4.65965 -0.91338 -2.63495
C -4.08027 -0.16761 -0.46563
C -3.34681 -0.59045 0.63698
C -3.69300 -0.15090 1.90806
C -4.77360 0.70321 2.07844
C -5.53465 1.09794 0.97827
C -5.19474 0.65241 -0.28885
H -2.12243 4.08749 -4.08336
H -2.07212 4.53151 -2.36964
H -3.39604 3.52902 -2.98799
H -0.44524 2.65591 -2.87730
H -1.77489 1.67936 -3.47595
H -2.84103 1.84079 -1.19393
H -1.41685 2.68995 -0.63661
H -0.47101 0.69940 -0.08647
H -2.36980 -1.26695 -3.11671
H -2.52753 -1.29635 0.53193
H -3.10259 -0.49137 2.75440
H -5.03499 1.05581 3.07071
H -6.39390 1.74614 1.11071
H -5.77493 0.93757 -1.15755
Br 7.98476 -3.31167 -2.07942
C 7.00228 -2.48762 -0.65562
C 7.69489 -1.68668 0.23795
C 6.98106 -1.08834 1.27095
C 5.60946 -1.28596 1.38577
C 4.93704 -2.09763 0.48007
C 5.64180 -2.71227 -0.54831
C 3.42666 -2.35045 0.60936
O 2.97112 -3.33806 0.04777
O 2.83558 -1.46011 1.31955
H 8.75936 -1.53171 0.12526
H 7.50658 -0.46228 1.98453
H 5.03464 -0.81595 2.17215
H 5.10911 -3.35786 -1.23270
C 0.82512 1.72841 1.59773
O 0.08193 0.58358 1.25328
H 0.24029 2.64412 1.40475
H 1.76361 1.81556 1.02488
H 1.08970 1.72915 2.65923

Output
Maximum force, hartree/bohr: 0.016
Gap between HOMO and LUMO (spin up / spin down), eV: 4.97 / 4.97
2S+1: 2
Charge: -2
HOMO (spin up / spin down), eV: -1.16 / -1.15
⟨S²⟩: 0.76


[3]
C2H4N4OS | ωB97M-V/def2-TZVPD

Cartesian coordinates (Å):
N 1.43678 2.57872 0.90996
N 1.92846 1.23783 0.77150
C 1.03364 0.36627 0.46383
N -0.31808 0.54698 0.21987
C -0.69016 -0.57529 -0.30837
S -2.33344 -0.89865 -0.94588
N 0.31871 -1.53963 -0.37565
O 1.49298 -0.93207 0.12660
H 1.87082 2.97112 1.76131
H 0.44699 2.50888 0.96706
H -2.73410 0.19784 -0.34645
H 0.18549 -2.35596 0.12669

Output
Maximum force, hartree/bohr: 0.061
Gap between HOMO and LUMO, eV: 8.51
HOMO, eV: -8.11


[4]
C12H16IN2O2 | ωB97M-V/def2-TZVPD

Cartesian coordinates (Å):
C -2.42172 -0.99700 -1.08482
C -1.35257 0.03129 -1.40608
I -2.06851 1.96191 -0.69764
C 0.00530 -0.26870 -0.77141
C 1.15459 -0.07062 -1.78411
O 1.11839 -0.76238 -2.83101
O 2.00058 0.77832 -1.47662
H -2.18557 -1.96571 -1.50537
H -2.56745 -1.05809 -0.01231
H -3.37232 -0.65401 -1.48217
H -1.24551 0.10610 -2.48012
H 0.18074 0.46738 -0.00368
H 0.08721 -1.27856 -0.37869
N 2.31189 4.08035 1.22467
C 2.32448 3.54313 -0.03489
C 2.25956 4.58083 -0.92494
C 2.21084 5.78999 -0.17293
C 2.24587 5.44824 1.15256
H 2.34432 3.54869 2.07261
H 2.37194 2.47310 -0.19550
H 2.24739 4.48233 -1.99685
H 2.15485 6.79402 -0.56184
H 2.22844 6.05339 2.04356
N -0.18656 -4.09156 0.86764
C -1.05145 -5.06433 0.45025
C -2.15918 -5.01760 1.25411
C -1.95526 -3.96969 2.19221
C -0.73121 -3.41773 1.92496
H 0.70912 -3.89811 0.45815
H -0.80533 -5.70323 -0.38017
H -3.02042 -5.66007 1.17699
H -2.63033 -3.65613 2.97074
H -0.20215 -2.60553 2.39270

Output
Maximum force, hartree/bohr: 0.021
Gap between HOMO and LUMO, eV: 7.41
Charge: -1
HOMO, eV: -4.61


[5]
CH11NO4 | ωB97M-V/def2-TZVPD

Cartesian coordinates (Å):
N 0.13869 1.43553 -1.91477
C -0.90781 1.85361 -1.03215
O -1.26598 0.97981 0.04162
H 1.10410 1.46712 -1.51140
H -0.08647 0.52487 -2.26189
H -1.82088 2.13959 -1.62174
H -0.55868 2.80676 -0.54439
H -0.75672 1.28346 0.76022
O 0.99384 0.32039 1.67934
H 1.22479 0.51832 2.58808
H 1.45408 -0.51644 1.48921
O -0.61674 -1.55879 -0.26289
H -1.53133 -1.80568 -0.48207
H -0.71681 -0.62246 -0.07007
O 1.42672 -2.41216 0.96701
H 0.52594 -2.18956 0.61674
H 1.41073 -3.31705 1.30098

Output
Maximum force, hartree/bohr: 0.046
Gap between HOMO and LUMO, eV: 10.62
HOMO, eV: -9.89


[6]
C14H16BrN3O2S | ωB97M-V/def2-TZVPD

Cartesian coordinates (Å):
C -1.31497 -3.08617 1.87322
C -0.03909 -2.46981 1.30853
C -0.20571 -1.73075 0.00683
C -1.32523 -1.89722 -0.79827
C -1.42614 -1.26188 -2.02260
C -0.38565 -0.47822 -2.48274
C 0.74478 -0.27649 -1.70366
C 1.87943 0.56008 -2.22099
C 0.81207 -0.88252 -0.44508
N 1.90552 -0.60018 0.41505
S 1.65666 0.56940 1.60282
O 2.84095 1.39192 1.59505
O 1.29436 -0.05653 2.83442
C 0.25371 1.49659 0.99976
C -0.99671 0.95937 1.20341
C -2.08114 1.56616 0.58606
Br -3.80995 0.82653 0.76417
C -1.86581 2.69802 -0.18628
N -0.67607 3.23689 -0.34132
C 0.39170 2.66225 0.22304
N 1.59533 3.21774 -0.01548
H -1.68033 -3.89429 1.24348
H -2.10168 -2.34106 1.97359
H -1.11013 -3.49616 2.85918
H 0.39749 -1.80313 2.05145
H 0.69580 -3.26344 1.13881
H -2.13392 -2.52843 -0.46930
H -2.31303 -1.39152 -2.62416
H -0.45150 -0.00532 -3.45141
H 1.60252 1.01932 -3.16629
H 2.14845 1.35137 -1.52249
H 2.76007 -0.06113 -2.39257
H 2.74467 -0.35169 -0.08866
H -1.10747 0.09433 1.83655
H -2.68102 3.19702 -0.69212
H 1.60485 4.13122 -0.43580
H 2.37720 2.89774 0.54380

Output
Maximum force, hartree/bohr: 0.018
Gap between HOMO and LUMO, eV: 8.92
HOMO, eV: -8.64